Record 1
Molecular formula: C27H37BrCrNO4Te
Method: DFT, the ωB97M-V functional and the def2-TZVPD basis

Geometry as ORCA input:
```
! wB97M-V def2-TZVPD RIJCOSX def2/J DEFGRID3
* xyz 0 2
Cr -0.91382 0.19791 0.18075
C 1.18236 7.40039 1.03719
C 2.23265 6.54868 0.31143
C 3.42885 6.31957 1.24523
C 2.72114 7.32876 -0.90863
C 1.61990 5.20420 -0.07337
C 1.12587 4.35965 0.91648
C 0.56718 3.15869 0.55239
Br -0.02227 1.95184 1.90980
C 0.43939 2.68739 -0.76477
O -0.10915 1.51799 -1.01029
C 0.97548 3.52652 -1.76519
C 1.53114 4.74771 -1.38324
C 1.01534 3.18070 -3.26556
C 0.24088 4.25296 -4.04698
C 0.42143 1.82021 -3.64724
C 2.48163 3.17545 -3.72825
H 1.60005 8.37280 1.30923
H 0.83740 6.91732 1.95243
H 0.31267 7.56609 0.39877
H 3.88660 7.27266 1.52102
H 4.18643 5.70339 0.75675
H 3.12904 5.81526 2.16494
H 3.14769 8.28022 -0.58566
H 1.90498 7.54738 -1.60005
H 3.49652 6.78442 -1.45159
H 1.17761 4.62802 1.96409
H 1.92414 5.37581 -2.17030
H -0.79888 4.28979 -3.71690
H 0.25235 4.02134 -5.11502
H 0.67006 5.24742 -3.91755
H -0.62977 1.73873 -3.38009
H 0.94251 0.99667 -3.16061
H 0.51761 1.70239 -4.73183
H 2.96224 4.14530 -3.59236
H 2.53965 2.92072 -4.78960
H 3.05669 2.43350 -3.16838
O -2.22724 -0.16730 0.94172
O -0.94841 -3.08701 -0.70277
C -0.95506 -2.21699 -1.59678
O -0.91927 -0.97723 -1.53773
C -0.92080 -2.78048 -3.03198
N -0.95689 -4.27190 -2.83198
C 0.27939 -4.86394 -3.43482
C 0.72182 -3.82160 -4.45446
C 0.40524 -2.50409 -3.74462
H -1.78700 -2.46059 -3.60610
H -1.80850 -4.68715 -3.19259
H -0.97123 -4.25161 -1.74404
H 0.05689 -5.84502 -3.84627
H 1.00997 -4.97200 -2.63453
H 0.13713 -3.92013 -5.37171
H 1.77396 -3.92700 -4.71204
H 0.33102 -1.64910 -4.41092
H 1.17638 -2.27624 -3.00478
C 3.23883 -2.41212 -0.06021
Te 1.78899 -1.24520 0.99891
C 2.84216 0.45223 0.23749
C 4.06393 -0.07212 -0.47199
C 4.99265 0.81384 -1.01493
C 6.09777 0.34460 -1.70295
C 6.28453 -1.02337 -1.86030
C 5.36313 -1.90842 -1.32786
C 4.24906 -1.44334 -0.63221
H 2.75969 -2.99218 -0.84915
H 3.71141 -3.10215 0.63639
H 3.09326 1.12739 1.05292
H 2.19647 0.97626 -0.46323
H 4.83885 1.88056 -0.89639
H 6.81348 1.04259 -2.11790
H 7.14832 -1.39678 -2.39519
H 5.50899 -2.97615 -1.44762
*
```

Summary:
- largest force on an atom (eV/A) = 0.67
- LUMO level (alpha / beta) (hartree) = -0.0076 / -0.0076
- HOMO-LUMO gap (alpha / beta) (eV) = 6.17 / 6.29
- electronic energy (eV) = -144036.44505



Record 2
Molecular formula: C27H37BrN2O19S6
Method: DFT, the ωB97M-V functional and the def2-TZVPD basis

Geometry as ORCA input:
```
! wB97M-V def2-TZVPD RIJCOSX def2/J DEFGRID3
* xyz 0 1
C -4.69943 2.28186 -0.02230
C -4.88421 1.08204 0.45869
C -5.08097 -0.30740 1.25429
C -4.94853 -1.60315 0.30124
C -3.77888 -1.52039 -0.80012
C -2.27804 -1.55338 -0.15365
N -2.20853 -1.66554 1.28094
C -0.80858 -1.63063 1.66022
C -0.49821 -1.69219 3.23779
S -1.96939 -1.83219 4.40282
C 0.95346 -1.64103 3.84148
C 1.21232 -1.65938 5.43958
O 1.93548 -0.42028 5.79941
O 1.01285 0.56027 5.60742
C 2.22433 -1.56670 2.85804
C 3.73446 -1.52939 3.39697
C 4.11025 -2.79983 4.35587
O 3.99999 -4.01345 3.97449
C 1.91772 -1.52011 1.30367
S 3.33033 -1.40565 0.07190
C 0.43010 -1.54124 0.71400
N 0.29222 -1.44786 -0.72649
C -1.07885 -1.43001 -1.16243
C -1.33946 -1.28594 -2.76003
C -1.19653 0.23444 -3.30079
C -0.44675 1.23779 -2.27556
Br -2.98883 1.05399 -3.70139
H -4.52351 3.41470 -0.18040
H -4.29913 -0.36629 2.11648
H -6.12115 -0.34946 1.75329
H -5.94410 -1.71236 -0.26655
H -4.84741 -2.53398 0.98565
H -3.88987 -2.44346 -1.50450
H -3.84054 -0.58536 -1.46315
H -2.98536 -2.48882 3.67321
H 1.80921 -2.59431 5.75154
H 0.25118 -1.64944 6.06660
H 1.45776 1.31652 5.13177
H 3.86026 -0.52145 3.96233
H 4.53858 -1.52584 2.56869
H 4.45498 -2.50610 5.43269
H 2.86583 -0.76207 -1.09701
H -2.34602 -1.72454 -3.09126
H -0.51368 -1.94150 -3.25850
H -0.56494 0.17328 -4.27156
H -0.99424 1.32737 -1.25321
H -0.36648 2.32488 -2.67179
H 0.60577 0.77040 -2.09045
C -6.26263 -0.81274 -7.85632
C -5.60568 0.27406 -7.01741
O -5.94884 -0.03987 -5.66854
S -6.06842 -1.65429 -5.51473
O -4.82940 -2.14895 -4.98593
O -7.34154 -1.96081 -4.93276
O -6.12225 -2.01353 -7.09795
H -7.33061 -0.61694 -7.98943
H -5.78972 -0.92199 -8.83360
H -5.95639 1.27235 -7.28155
H -4.51559 0.23664 -7.10596
C 5.40276 -2.01970 -4.82208
C 5.52080 -2.31780 -3.33434
O 5.71290 -1.04557 -2.71591
S 4.91849 0.08428 -3.57030
O 3.65015 0.31733 -2.93665
O 5.83503 1.13893 -3.88949
O 4.66141 -0.80186 -4.90620
H 6.38622 -1.85144 -5.27044
H 4.88960 -2.81640 -5.36283
H 6.35272 -2.98560 -3.10833
H 4.59352 -2.74725 -2.94281
C 5.62093 2.33275 0.06777
C 6.28124 3.41796 0.90622
O 5.93746 3.10427 2.25581
S 5.81429 1.49188 2.40910
O 7.05115 0.99403 2.93881
O 4.53957 1.18825 2.99250
O 5.75912 1.13169 0.82752
H 4.55335 2.53094 -0.06499
H 6.09311 2.22192 -0.90988
H 5.93320 4.41720 0.64233
H 7.37109 3.37741 0.81703
C -2.47484 3.43295 5.86434
C -1.84259 2.45613 4.88361
O -1.97294 3.07688 3.60490
S -1.88973 4.68852 3.78828
O -0.54578 5.10454 3.50532
O -3.03517 5.27618 3.15821
O -2.10409 4.73053 5.39804
H -3.56628 3.36238 5.84338
H -2.12144 3.27934 6.88520
H -2.33375 1.48222 4.89116
H -0.77589 2.32640 5.08895
*
```

Summary:
- largest force on an atom (eV/A) = 6.84
- LUMO level (hartree) = -0.0339
- HOMO-LUMO gap (eV) = 6.77
- structure (SMILES) = C#CCCCc1nc2c(S)c(COO)c(CC=O)c(S)c2nc1C[C@H](C)Br.O=S1(=O)OCCO1.O=S1(=O)OCCO1.O=S1(=O)OCCO1.O=S1(=O)OCCO1
- electronic energy (eV) = -205517.53820